Record 1
Density functional theory data (ωB97M-V/def2-TZVPD) for a structure of composition FTi.

Output
LUMO level (spin up / spin down), Ha: -0.0495 / -0.0350
DFT total energy, Ha: -949.17389
F_max, eV/A: 3.1
2S+1: 4
HOMO-LUMO gap (spin up / spin down), Eh: 0.239 / 0.327

Atoms and positions in Å:
Ti 0.1822 0.4051 -1.1752
F -0.1822 -0.4051 1.1752

Listed below, in e, are the natural (NBO) charges computed for each atom: 0.89, -0.89

---

Record 2
Density functional theory data (ωB97M-V/def2-TZVPD) for a cluster of 4 separate species, C48H108BF4P3 in total.

Output
Total charge: +2
LUMO level, Ha: -0.1165
DFT total energy, Ha: -3341.77148
F_max, eV/A: 4.2
HOMO-LUMO gap, Eh: 0.404

Atoms and positions in Å:
C 10.0602 19.7509 9.7580
C 10.3628 20.2495 11.2160
C 10.9294 19.0845 12.0713
C 12.3462 18.7684 11.6403
P 13.1534 17.6082 12.7520
C 13.3642 18.3495 14.3607
C 13.8497 19.8080 14.4280
C 13.7987 20.5354 15.7872
C 12.4870 20.2856 16.4231
C 14.7197 17.2895 12.0725
C 15.7267 16.4578 12.8852
C 15.4886 14.9743 12.7716
C 15.7491 14.3888 11.3715
C 12.2061 16.0428 12.8005
C 12.2670 15.3462 11.4149
C 11.6168 13.9060 11.4211
C 12.4519 12.7717 11.8664
H 9.8042 20.5433 9.1156
H 9.1624 19.1572 9.8154
H 10.7503 19.1373 9.2514
H 9.3826 20.5588 11.6371
H 11.1298 21.0796 11.1672
H 10.2316 18.2147 12.1731
H 10.9244 19.5559 13.0881
H 12.9360 19.7106 11.7469
H 12.3337 18.3029 10.6778
H 14.0371 17.6671 14.8817
H 12.4830 18.3190 15.0111
H 13.1219 20.3102 13.8317
H 14.8511 19.9675 14.0219
H 13.9616 21.5855 15.5257
H 14.5886 20.2159 16.4078
H 11.7048 20.4563 15.7052
H 12.3961 21.0206 17.2643
H 12.3841 19.3672 16.9557
H 15.2791 18.2783 11.8826
H 14.6350 16.7596 11.1125
H 15.7048 16.8120 13.8836
H 16.5947 16.8327 12.4893
H 14.5033 14.6938 13.0331
H 16.0598 14.5059 13.5435
H 15.5536 13.3395 11.3299
H 16.8100 14.5104 11.1794
H 15.1448 14.8785 10.5826
H 11.2313 16.3776 13.0468
H 12.6121 15.4838 13.6478
H 13.2676 15.3592 10.9887
H 11.7600 16.0214 10.6658
H 11.1402 13.7904 10.4267
H 10.7885 14.0055 12.1271
H 12.9772 12.9825 12.8214
H 13.3106 12.4148 11.2417
H 11.8588 11.9115 12.0635
C 8.7498 14.4574 20.7346
C 10.0250 14.8942 20.0002
C 11.2102 14.3521 20.8038
C 12.5737 14.8531 20.2757
P 13.9465 13.8955 20.9458
C 15.5848 14.6318 20.4304
C 16.0960 15.8531 21.1361
C 15.3726 17.1604 20.8272
C 15.3829 17.5937 19.3192
C 13.8817 13.6960 22.7109
C 13.5090 14.9300 23.5793
C 12.9060 14.4854 24.9852
C 11.4042 14.0876 24.9087
C 13.9536 12.2508 20.2227
C 14.1912 12.0421 18.6623
C 15.6043 11.8214 18.2274
C 15.5781 11.3941 16.8101
H 8.4491 15.3160 21.3008
H 8.8600 13.6055 21.4235
H 7.9918 14.2490 19.9693
H 10.0642 15.9826 19.9301
H 10.1627 14.3878 18.9576
H 11.2902 13.3021 20.5811
H 11.0654 14.3988 21.8955
H 12.6714 15.9086 20.5908
H 12.6309 14.8694 19.1697
H 15.5947 14.7841 19.3407
H 16.1232 13.7783 20.7079
H 17.0690 15.8123 20.6899
H 16.2213 15.7117 22.2015
H 15.9950 17.9308 21.3385
H 14.3823 17.1153 21.3367
H 16.4093 17.6979 18.8938
H 14.8186 18.5588 19.3075
H 14.7216 17.0005 18.6900
H 14.9501 13.3774 22.8232
H 13.2073 12.8876 22.9274
H 12.7665 15.4991 23.0658
H 14.3608 15.6151 23.6370
H 12.9814 15.3829 25.5579
H 13.4763 13.7026 25.4245
H 11.0807 14.0075 25.9359
H 11.2719 13.1407 24.4159
H 10.7585 14.7097 24.3364
H 13.0193 11.8583 20.4883
H 14.7391 11.7810 20.7693
H 13.6758 12.8499 18.1379
H 13.5869 11.1351 18.4216
H 16.2072 11.2555 18.9991
H 16.1121 12.7881 18.2723
H 14.8435 12.0063 16.2949
H 15.2920 10.3509 16.6431
H 16.5098 11.6136 16.2810
C 19.0543 8.1729 12.7086
C 20.3404 7.8492 13.4454
C 21.4781 8.8490 13.0701
C 21.0514 10.2974 13.4419
P 22.2005 11.6570 13.1032
C 23.7374 11.1973 13.8468
C 24.6228 12.3886 14.3091
C 25.6552 11.7563 15.2214
C 25.2268 11.2776 16.5689
C 22.4177 11.8358 11.2943
C 21.2154 12.5196 10.5896
C 21.3132 12.4960 9.0624
C 20.0279 12.9765 8.4494
C 21.4264 13.2215 13.8398
C 19.9573 13.2780 13.6143
C 19.4126 14.6923 13.9016
C 19.6149 15.7098 12.7512
H 18.6893 9.1577 13.0290
H 18.2701 7.5527 13.0794
H 19.1142 8.1646 11.6360
H 20.7329 6.9002 13.3283
H 20.3356 7.8482 14.5255
H 21.7384 8.9209 12.0233
H 22.3327 8.4767 13.6249
H 20.8411 10.4365 14.5462
H 20.1043 10.5781 12.9875
H 24.2469 10.5263 13.1662
H 23.4849 10.6046 14.7357
H 24.0420 13.1339 14.9009
H 25.0378 12.9328 13.4492
H 26.5098 12.4533 15.4060
H 26.0938 10.9749 14.6141
H 24.8860 12.0721 17.2188
H 26.0155 10.8131 17.1712
H 24.3739 10.5474 16.5707
H 22.4374 10.7500 10.9412
H 23.3985 12.3250 11.1365
H 21.2322 13.5465 10.8804
H 20.2840 12.0343 10.9997
H 21.4442 11.4497 8.6976
H 22.0484 13.1907 8.6740
H 19.2150 12.3211 8.6997
H 20.1759 12.9811 7.3940
H 19.8740 13.9854 8.7722
H 21.8175 14.0384 13.3201
H 21.7407 13.3331 14.8793
H 19.4673 12.5852 14.3505
H 19.5206 12.8152 12.6955
H 19.7748 15.0174 14.7881
H 18.3263 14.6467 14.0632
H 19.3889 16.7064 13.0592
H 18.9010 15.5997 11.9368
H 20.6456 15.7828 12.3117
B 14.8580 15.1563 16.5879
F 13.8641 14.9302 15.6109
F 15.9153 14.3600 16.2187
F 15.2968 16.5529 16.5117
F 14.3964 14.8130 17.8287

Atomic partial charges in e from the Löwdin method, atoms 1 to 99: -0.09, -0.22, -0.27, -0.28, 0.99, -0.25, -0.22, -0.25, -0.12, -0.27, -0.20, -0.23, -0.07, -0.22, -0.21, -0.24, -0.12, 0.06, 0.07, 0.05, 0.12, 0.12, 0.12, 0.11, 0.12, 0.08, 0.08, 0.10, 0.08, 0.12, 0.12, 0.10, 0.07, 0.10, 0.07, 0.14, 0.09, 0.09, 0.08, 0.06, 0.09, 0.06, 0.06, 0.07, 0.07, 0.09, 0.06, 0.12, 0.12, 0.11, 0.08, 0.08, 0.06, -0.10, -0.25, -0.27, -0.26, 1.01, -0.24, -0.25, -0.24, -0.09, -0.26, -0.20, -0.20, -0.09, -0.23, -0.21, -0.29, -0.11, 0.07, 0.08, 0.08, 0.11, 0.14, 0.09, 0.10, 0.10, 0.10, 0.09, 0.07, 0.11, 0.10, 0.11, 0.10, 0.10, 0.08, 0.04, 0.12, 0.09, 0.08, 0.10, 0.09, 0.10, 0.08, 0.06, 0.05, 0.07, 0.08

---

Record 3
Density functional theory data (ωB97M-V/def2-TZVPD) for the molecule C15H24N4O2S.

Output
LUMO level, Ha: 0.0233
DFT total energy, Ha: -1353.75259
F_max, eV/A: 1.4
Relative energy (zero: lowest compared OMol25 entry of this formula, charge and spin), eV: 0.070
SMILES: CCCCCn1c(SCCCC)nc2c1c(=O)[nH]c(=O)n2C
HOMO-LUMO gap, Eh: 0.318

Atoms and positions in Å:
C -3.3702 -3.3532 1.5094
C -2.4637 -3.2306 0.2907
C -1.1171 -2.6122 0.6620
C -0.1359 -2.5413 -0.5080
C -0.5267 -1.5163 -1.5775
N -0.5787 -0.1778 -1.0476
C 0.4550 0.5976 -0.6544
N 0.0785 1.7710 -0.1626
C -1.2682 1.7532 -0.2379
C -1.7178 0.5564 -0.7817
C -3.1046 0.3053 -1.0128
O -3.6296 -0.6659 -1.5204
N -3.8642 1.3872 -0.5658
C -3.4674 2.5884 -0.0070
O -4.2725 3.4311 0.3170
N -2.1082 2.7521 0.1497
C -1.5782 3.9763 0.7065
H -2.4208 4.6120 0.9701
H -0.9456 4.4737 -0.0288
H -0.9818 3.7495 1.5899
H -4.8671 1.2962 -0.6856
S 2.1035 0.1030 -0.8095
C 2.9108 1.6504 -0.2565
C 4.4003 1.6593 -0.5691
C 5.2649 0.9618 0.4816
C 5.0254 -0.5400 0.5676
H 5.1482 -1.0021 -0.4092
H 5.7351 -0.9938 1.2553
H 4.0223 -0.7576 0.9233
H 5.0789 1.4173 1.4572
H 6.3127 1.1404 0.2299
H 4.5681 1.1987 -1.5452
H 4.7163 2.7034 -0.6369
H 2.7207 1.7495 0.8113
H 2.3890 2.4473 -0.7834
H -1.5145 -1.7384 -1.9830
H 0.2132 -1.5379 -2.3843
H 0.8580 -2.2872 -0.1325
H -0.0711 -3.5181 -0.9894
H -0.6618 -3.2122 1.4540
H -1.2776 -1.6098 1.0674
H -2.2965 -4.2214 -0.1381
H -2.9651 -2.6192 -0.4595
H -4.3216 -3.7997 1.2317
H -2.9079 -3.9743 2.2747
H -3.5665 -2.3722 1.9373

Listed below, in e, are the natural (NBO) charges computed for each atom: -0.60, -0.41, -0.40, -0.40, -0.23, -0.32, 0.24, -0.54, 0.37, -0.11, 0.66, -0.62, -0.63, 0.79, -0.63, -0.42, -0.41, 0.25, 0.21, 0.21, 0.43, 0.26, -0.50, -0.41, -0.39, -0.62, 0.20, 0.21, 0.21, 0.20, 0.20, 0.21, 0.22, 0.22, 0.24, 0.25, 0.21, 0.21, 0.21, 0.20, 0.20, 0.19, 0.23, 0.21, 0.20, 0.20

---

Record 4
Density functional theory data (ωB97M-V/def2-TZVPD) for a cluster of 13 separate species, H24NO15 in total.

Output
Total charge: -1
LUMO level, Ha: 0.1016
DFT total energy, Ha: -1197.72689
F_max, eV/A: 4.7
Relative energy (zero: lowest compared OMol25 entry of this formula, charge and spin), eV: 0.938
HOMO-LUMO gap, Eh: 0.364

Atoms and positions in Å:
N -1.0452 0.4308 -0.7722
O -1.1545 0.6592 0.4805
O -1.6443 -0.5140 -1.2797
O -0.2152 1.0920 -1.4123
O 0.9690 3.3965 -2.4238
H 1.0752 3.4308 -3.3444
H 0.4725 2.6133 -2.2076
O 2.6263 2.3711 0.1315
H 2.8517 2.7269 0.9583
H 2.0235 1.6369 0.3761
O 1.0941 1.7705 3.0523
H 0.6983 2.1262 2.2649
H 1.1507 0.8479 2.8962
O -0.1331 -1.4467 3.2087
H -0.9789 -1.7381 3.4289
H -0.2526 -1.4425 2.2505
O -2.0863 -1.7946 1.2340
H -2.1179 -1.1067 0.5963
H -2.5950 -1.5971 2.0103
O 1.5552 -0.0229 0.8224
H 1.1262 -0.7256 0.3440
H 2.3964 -0.3505 1.1765
O -1.9689 1.0480 3.1020
H -2.4659 1.6805 2.7026
H -1.5237 0.8360 2.2655
O 2.2831 0.0517 -2.4718
H 1.4284 0.2062 -2.0778
H 2.3013 -0.8857 -2.4351
O 0.3679 -2.5420 -0.1405
H 0.5635 -3.2693 0.4931
H -0.5518 -2.4197 -0.0674
O -1.3360 -4.0632 -2.0012
H -1.9318 -4.3646 -2.6870
H -1.0696 -3.2006 -2.2820
O -0.1321 3.1214 1.0107
H 0.5442 3.2852 0.3788
H -0.5687 2.3264 0.7525
O -0.4198 -1.7648 -3.5350
H -0.2068 -0.8482 -3.8691
H -1.1295 -1.5608 -2.9296

Listed below, in e, are the natural (NBO) charges computed for each atom: 0.74, -0.59, -0.53, -0.54, -0.95, 0.45, 0.49, -0.97, 0.46, 0.49, -0.98, 0.48, 0.47, -0.94, 0.45, 0.48, -1.00, 0.50, 0.48, -0.97, 0.50, 0.48, -0.93, 0.45, 0.48, -0.94, 0.48, 0.46, -0.96, 0.48, 0.49, -0.94, 0.46, 0.48, -0.98, 0.49, 0.48, -0.97, 0.49, 0.48

---

Record 5
Density functional theory data (ωB97M-V/def2-TZVPD) for a structure of composition C7H2Cl2I2N2.

Output
LUMO level, Ha: -0.0389
DFT total energy, Ha: -1893.20165
F_max, eV/A: 4.9
HOMO-LUMO gap, Eh: 0.285

Atoms and positions in Å:
Cl -0.8655 0.1934 -2.7434
Cl -2.0423 0.5127 2.5214
I -3.2511 1.1366 -0.4114
I 2.6857 -0.6586 -2.1987
N 1.1473 -0.1794 2.9395
C 2.4245 -0.1929 2.5538
C -0.3544 -0.0199 -1.0510
C -0.8269 0.2314 1.3245
C -1.1690 0.3880 -0.0696
C 0.9604 -0.3610 -0.6859
C 0.4685 -0.1126 1.7465
C 1.2992 -0.4094 0.6729
N 2.5455 -0.5055 1.1685
H 3.2361 -0.1516 3.2634
H 3.4668 -0.3914 0.6740

Listed below, in e, are the natural (NBO) charges computed for each atom: 0.03, 0.05, 0.16, 0.10, -0.42, 0.23, -0.13, -0.05, -0.14, -0.07, 0.07, 0.05, -0.54, 0.22, 0.44

---

Record 6
Density functional theory data (ωB97M-V/def2-TZVPD) for a cluster of 3 separate species, C3H10NO4 in total.

Output
Total charge: -2
LUMO level (spin up / spin down), Ha: 0.2442 / 0.2205
DFT total energy, Ha: -475.86289
F_max, eV/A: 1.6
Relative energy (zero: lowest compared OMol25 entry of this formula, charge and spin), eV: 0.686
2S+1: 2
HOMO-LUMO gap (spin up / spin down), Eh: 0.259 / 0.238

Atoms and positions in Å:
C -2.1339 -0.1453 -0.9158
N -1.2207 0.6616 -0.1328
C 0.1354 0.4665 -0.5391
C 0.8328 -0.9880 -0.2695
O 2.1667 -0.8767 -0.6270
O 0.2116 -1.9095 -0.9441
H -3.1084 0.3352 -1.0079
H -1.7353 -0.3994 -1.8908
H -2.2755 -1.1475 -0.4881
H 0.2214 0.4617 -1.6302
H 0.8347 1.1881 -0.1234
H 0.7162 -1.2079 0.8124
H 2.7125 -0.1321 -0.2071
H 3.9680 1.5192 0.9301
O 3.1388 1.1956 0.5513
H -1.3585 0.4665 0.9111
H -1.2328 0.0346 3.0680
O -1.8730 0.4775 2.5028

Listed below, in e, are the natural (NBO) charges computed for each atom: -0.41, -0.62, -0.21, 0.36, -0.80, -0.58, 0.16, 0.18, 0.19, 0.17, 0.26, 0.15, 0.53, 0.40, -1.32, 0.46, 0.40, -1.31